one:
Density functional theory data (ωB97M-V/def2-TZVPD) for C9H14Cl2Si in the gas phase.

Last column: natural (NBO) charge in e.
Cartesian coordinates (Å):
C 1.3462 -1.8542 0.2312  -0.5944
C -0.1038 -1.4629 0.7297  -0.5148
C -0.4473 -2.2738 2.0029  -0.6014
C -1.0199 -1.8417 -0.4558  -0.6115
Si -0.2185 0.4154 0.8246  1.5688
Cl -2.1091 0.8075 1.3406  -0.3636
Cl 0.8989 1.3543 2.1861  -0.3432
C 0.2290 1.1513 -1.0528  -0.6612
C 1.2880 2.1062 -0.7292  -0.2043
C 0.8253 3.3621 -0.8505  -0.2495
C -0.5790 3.2818 -1.2926  -0.2354
C -0.9450 2.0113 -1.4794  -0.2159
H 1.6520 -1.1954 -0.4748  0.1981
H 1.9105 -1.8856 1.1432  0.2111
H 1.4298 -2.9432 -0.1810  0.2049
H -0.9751 -1.6006 2.5994  0.2134
H 0.4188 -2.7032 2.4629  0.2103
H -1.0612 -3.0633 1.7183  0.2111
H -2.0292 -1.6147 -0.3549  0.2172
H -0.7486 -1.3175 -1.3471  0.2065
H -0.7239 -2.9631 -0.7578  0.2102
H 0.4751 0.3824 -1.8210  0.2631
H 2.2738 1.7120 -0.4698  0.2213
H 1.2903 4.3168 -0.6817  0.2193
H -1.2245 4.1948 -1.3808  0.2174
H -1.8524 1.6233 -1.9098  0.2225

Output
Lowest unoccupied orbital energy in eV: 0.709
Charge: 0
HOMO level in eV: -8.55

=====

two:
Density functional theory data (ωB97M-V/def2-TZVPD) for C9H14Cl2Si in the gas phase.

Last column: natural (NBO) charge in e.
Cartesian coordinates (Å):
C 0.7759 -1.3576 1.4742  -0.6134
C 1.3207 -1.1297 0.0278  -0.4965
C 1.0683 -2.4238 -0.7381  -0.6156
C 2.7808 -0.8620 0.1938  -0.6048
Si 0.5369 0.4424 -0.7876  1.5495
Cl 1.8179 2.0330 -0.7156  -0.3714
Cl 0.1866 0.1071 -2.7068  -0.3471
C -1.1989 1.0422 0.1244  -0.7054
C -2.2460 1.0020 -1.1045  -0.1879
C -3.0534 2.0801 -0.9089  -0.2304
C -2.7408 2.7592 0.3450  -0.2361
C -1.7417 2.1860 0.9426  -0.1720
H 1.3531 -2.1592 2.1591  0.2197
H 0.9016 -0.4295 2.1455  0.2181
H -0.2602 -1.6548 1.4204  0.2076
H 1.0998 -2.4918 -1.8366  0.2266
H 0.1095 -2.7433 -0.4681  0.2056
H 1.7073 -3.2265 -0.3883  0.2132
H 3.0176 0.1346 0.7304  0.2128
H 3.2062 -1.5498 0.8804  0.2114
H 3.2625 -0.7502 -0.6752  0.2094
H -1.2427 0.2462 0.9158  0.2656
H -2.2527 0.2208 -1.7753  0.2099
H -3.7981 2.3315 -1.5925  0.2085
H -3.3223 3.5883 0.5727  0.2119
H -1.2879 2.6047 1.7654  0.2107

Output
Lowest unoccupied orbital energy in eV: 0.673
Charge: 0
HOMO level in eV: -8.61

=====

The computed energies, referenced to the most stable structure and given in kcal/mol, are one 0.0; two 19.3.

=====

one:
Density functional theory data (ωB97M-V/def2-TZVPD) for a gas-phase ion, H2NO3S (charge -1).

Last column: natural (NBO) charge in e.
Cartesian coordinates (Å):
N 0.1101 -0.3464 -0.0602  -1.0491
S 1.9042 -0.2198 0.0340  2.2188
O 2.4477 -0.5578 -1.2397  -0.9673
O 1.9051 1.8071 0.1289  -0.9833
O 2.2511 -1.0492 1.1984  -0.9593
H -0.0740 0.1813 0.8281  0.3725
H -0.2492 0.2089 -0.8064  0.3677

Output
Lowest unoccupied orbital energy in eV: 4.151
Charge: -1
HOMO level in eV: -4.25

=====

two:
Density functional theory data (ωB97M-V/def2-TZVPD) for a gas-phase ion, H2NO3S (charge -1).

Last column: natural (NBO) charge in e.
Cartesian coordinates (Å):
N -1.0074 0.3180 0.2421  -1.0522
S 0.6223 0.0582 -0.0771  2.4029
O 1.3067 0.3244 1.2447  -1.0172
O 0.5792 -1.4280 -0.5150  -1.0411
O 1.0107 1.0528 -1.0729  -1.0136
H -1.5178 0.1291 -0.6203  0.3625
H -0.9938 -0.4545 0.7986  0.3587

Output
Lowest unoccupied orbital energy in eV: 4.116
Charge: -1
HOMO level in eV: -4.84

=====

The computed energies, referenced to the most stable structure and given in kcal/mol, are one 60.7; two 0.0.

=====

one:
Density functional theory data (ωB97M-V/def2-TZVPD) for a gas-phase ion, H2NO3S (charge -1).

Last column: natural (NBO) charge in e.
Cartesian coordinates (Å):
N -0.1064 0.6230 0.0307  -1.0326
S -1.7297 -0.0239 -0.0150  2.3630
O -1.7480 -1.7276 -0.0070  -1.0303
O -2.3572 0.4091 1.2063  -1.0157
O -2.2662 0.5675 -1.2244  -0.9973
H 0.4230 0.3074 0.7658  0.3541
H 0.1843 -0.0549 -0.7903  0.3587

Output
Lowest unoccupied orbital energy in eV: 3.996
Charge: -1
HOMO level in eV: -4.50

=====

two:
Density functional theory data (ωB97M-V/def2-TZVPD) for 2 unconnected molecules or ions with the total composition H2NO3S.

Last column: natural (NBO) charge in e.
Cartesian coordinates (Å):
N 0.3122 -0.7517 -0.4871  -0.4478
O 0.5308 2.0345 0.7234  -0.9725
O 0.8675 -1.7680 -1.1986  -0.7010
O -1.4817 0.6653 1.1255  -0.9754
S -0.0228 0.7948 1.3720  1.4214
H -0.6805 -1.0714 -0.4103  0.3428
H 0.4745 0.0964 -1.1249  0.3325

Output
Lowest unoccupied orbital energy (alpha / beta) in eV: 3.844 / 3.841
Charge: -1
HOMO level (alpha / beta) in eV: -2.21 / -3.48

=====

The computed energies, referenced to the most stable structure and given in kcal/mol, are one 0.0; two 51.4.

=====

one:
Density functional theory data (ωB97M-V/def2-TZVPD) for a molecular structure, C38H28BrCdF4N3O2P.

Last column: Mulliken charge in e.
Cartesian coordinates (Å):
Cd 0.1356 -0.4659 0.0976  1.5577
C 1.8904 0.4112 -2.7562  -0.4859
O 0.6786 0.6086 -2.0301  -0.5290
C -0.4917 0.7393 -2.7538  0.5111
C -0.5426 0.7550 -4.1363  -0.6602
C -1.7731 0.9011 -4.7698  -0.7774
C -2.9360 1.0311 -4.0281  -0.8222
C -2.8788 1.0169 -2.6422  -0.3526
C -1.6623 0.8672 -1.9968  0.6098
N -1.4982 0.8171 -0.5913  0.7587
N -2.3985 1.3960 0.0933  -0.5137
C -2.2862 1.5460 1.4298  -0.4162
C -1.0625 1.4314 2.1712  0.8353
O 0.0526 1.0090 1.7051  -0.9472
C -1.0721 1.8824 3.5391  -0.7097
C -2.1917 2.3392 4.1343  -0.8707
C -3.4396 2.4338 3.4358  0.8589
C -4.5939 2.9085 4.0804  -0.9130
C -5.7810 3.0140 3.4006  -0.5147
C -5.8329 2.6400 2.0525  -0.7768
C -4.7145 2.1652 1.4076  -0.2264
C -3.4881 2.0557 2.0840  0.6150
H 2.1023 1.2764 -3.3846  0.4668
H 1.8308 -0.4916 -3.3678  0.3989
H 2.6778 0.2996 -2.0131  -0.3196
H 0.3571 0.6733 -4.7282  0.4388
H -1.8113 0.9234 -5.8507  0.4457
H -3.8884 1.1497 -4.5262  0.4227
H -3.7722 1.1230 -2.0428  0.4448
H -0.1285 1.8224 4.0661  0.4992
H -2.1622 2.6523 5.1720  0.3743
H -4.5293 3.1934 5.1237  0.3964
H -6.6679 3.3813 3.8985  0.3978
H -6.7657 2.7216 1.5097  0.4093
H -4.7724 1.8746 0.3689  0.4005
F 2.3227 -1.4869 6.8686  -0.2741
C 2.2079 -1.6651 5.5654  0.5212
C 3.3339 -1.8717 4.7922  0.3225
F 4.5323 -1.8992 5.3546  -0.2760
C 3.1957 -2.0636 3.4274  0.1152
F 4.3108 -2.3071 2.7352  -0.3884
C 1.9580 -2.0295 2.8006  0.6909
P 1.7652 -2.1696 0.9983  -0.1348
C 3.2620 -1.5031 0.2207  1.2599
C 3.9088 -2.1663 -0.8156  -0.7991
C 4.9475 -1.5398 -1.4934  -0.7865
C 5.3324 -0.2538 -1.1477  -0.5853
C 4.6703 0.4195 -0.1268  -0.8157
C 3.6341 -0.1985 0.5519  -0.7349
C 1.6611 -3.9408 0.6754  0.5810
C 2.7819 -4.7545 0.8510  -0.2931
C 2.6731 -6.1238 0.6765  -0.8111
C 1.4477 -6.6862 0.3394  -0.5067
C 0.3294 -5.8815 0.1784  -0.8774
C 0.4338 -4.5079 0.3445  -0.3975
C 0.8252 -1.8614 3.6096  -0.0907
Br -0.9312 -1.9705 2.9362  -0.1036
C 0.9537 -1.6728 4.9717  0.2311
F -0.1095 -1.5106 5.7479  -0.3417
H 3.6111 -3.1693 -1.0949  0.4634
H 5.4576 -2.0629 -2.2914  0.4361
H 6.1464 0.2274 -1.6730  0.4120
H 4.9620 1.4261 0.1409  0.4487
H 3.1100 0.3399 1.3360  0.3828
H 3.7354 -4.3197 1.1268  0.5034
H 3.5418 -6.7539 0.8115  0.4389
H 1.3649 -7.7572 0.2098  0.4201
H -0.6277 -6.3233 -0.0657  0.4922
H -0.4400 -3.8803 0.2275  0.4830
C -0.2862 -3.5231 -5.0126  -1.0918
C -0.9909 -3.8448 -3.6920  -0.3504
C -0.6271 -2.8975 -2.6409  0.1420
N -0.3552 -2.1459 -1.8190  -0.2179
H -0.5579 -4.2659 -5.7594  0.3737
H 0.7960 -3.5382 -4.8916  0.3369
H -0.5830 -2.5409 -5.3774  0.2567
H -0.7380 -4.8448 -3.3356  0.2605
H -2.0751 -3.8019 -3.8050  0.2989

Output
Lowest unoccupied orbital energy in eV: -2.743
Charge: +1
HOMO level in eV: -9.65

=====

two:
Density functional theory data (ωB97M-V/def2-TZVPD) for a molecular structure, C38H28BrCdF4N3O2P.

Last column: Mulliken charge in e.
Cartesian coordinates (Å):
Cd -0.1871 0.0880 0.0023  2.3677
C -1.7909 0.6750 2.9640  -0.8912
O -0.5812 0.1336 2.4406  -0.3969
C -0.4086 -1.2113 2.7823  0.8113
C -0.0424 -1.5527 4.0735  -0.2645
C 0.1291 -2.8829 4.4198  -0.7754
C -0.0765 -3.8708 3.4684  -0.9297
C -0.4242 -3.5414 2.1745  -0.4415
C -0.5895 -2.2039 1.7997  0.1357
N -0.9208 -1.7920 0.5138  -0.5569
N -1.0595 -2.7386 -0.3683  -0.0270
C -1.3019 -2.4907 -1.6499  -0.9683
C -1.4919 -1.1793 -2.2429  1.0131
O -1.5316 -0.0970 -1.5683  -1.1234
C -1.6405 -1.1004 -3.6688  -0.6803
C -1.5504 -2.1925 -4.4617  -0.8312
C -1.3684 -3.4933 -3.9145  0.7305
C -1.2823 -4.6153 -4.7499  -0.9320
C -1.1968 -5.8778 -4.2173  -0.5952
C -1.1871 -6.0453 -2.8336  -0.7899
C -1.2091 -4.9534 -1.9951  -0.2230
C -1.2998 -3.6567 -2.5137  1.4261
H -2.6613 0.1962 2.4993  0.3279
H -1.8450 0.5401 4.0480  0.4326
H -1.7823 1.7410 2.7379  0.0675
H 0.1110 -0.7742 4.8066  0.5017
H 0.4199 -3.1439 5.4267  0.4737
H 0.0342 -4.9084 3.7436  0.4342
H -0.5880 -4.3058 1.4335  0.4080
H -1.8066 -0.1158 -4.0807  0.4833
H -1.6251 -2.0990 -5.5360  0.4132
H -1.2979 -4.4666 -5.8195  0.4317
H -1.1503 -6.7389 -4.8664  0.4109
H -1.1645 -7.0408 -2.4181  0.4382
H -1.1719 -5.0855 -0.9273  0.3316
F 6.5694 1.9627 -3.0689  -0.2696
C 5.6435 1.3644 -2.3339  0.5352
C 5.9944 0.6492 -1.1909  0.1719
F 7.2672 0.5545 -0.8220  -0.2718
C 5.0004 0.0279 -0.4392  0.1032
F 5.3704 -0.6879 0.6228  -0.4035
C 3.6488 0.1170 -0.7661  0.2905
P 2.3496 -0.7083 0.2707  0.1714
C 2.7065 -2.4471 -0.1636  1.0973
C 3.6483 -3.2231 0.5075  -0.3966
C 3.8202 -4.5498 0.1547  -0.7926
C 3.0689 -5.1065 -0.8692  -0.8618
C 2.1556 -4.3280 -1.5610  -0.4593
C 1.9795 -2.9993 -1.2183  -0.6971
C 2.9590 -0.4829 1.9696  0.7991
C 3.4492 0.7629 2.3547  -1.0473
C 3.8913 0.9637 3.6485  -0.8158
C 3.8392 -0.0701 4.5710  -0.7658
C 3.2969 -1.2901 4.2066  -0.9913
C 2.8398 -1.4965 2.9171  -0.6119
C 3.3231 0.8112 -1.9319  0.1745
Br 1.5311 0.9163 -2.5528  -0.1598
C 4.3022 1.4252 -2.7059  0.1546
F 3.9517 2.0741 -3.8102  -0.3207
H 4.2489 -2.7960 1.2957  0.4628
H 4.5444 -5.1522 0.6817  0.4597
H 3.2083 -6.1429 -1.1363  0.4397
H 1.5758 -4.7470 -2.3697  0.5467
H 1.2758 -2.3897 -1.7745  0.4331
H 3.4939 1.5677 1.6303  0.5419
H 4.2821 1.9272 3.9352  0.4722
H 4.2149 0.0813 5.5712  0.4444
H 3.2350 -2.0911 4.9273  0.4648
H 2.3950 -2.4447 2.6499  0.8245
C -3.2480 4.0996 1.4958  -1.1351
C -2.3145 4.1989 0.2791  -0.2651
C -1.3965 3.1066 0.2205  0.4383
N -0.6447 2.2397 0.2061  -0.5469
H -3.9263 4.9505 1.4893  0.3637
H -2.6809 4.1157 2.4247  0.3206
H -3.8336 3.1829 1.4656  0.3397
H -1.7351 5.1286 0.3132  0.2799
H -2.8976 4.1946 -0.6478  0.2700

Output
Lowest unoccupied orbital energy in eV: -3.311
Charge: +1
HOMO level in eV: -9.96

=====

The computed energies, referenced to the most stable structure and given in kcal/mol, are one 0.0; two 5.1.

=====

one:
Density functional theory data (ωB97M-V/def2-TZVPD) for C2H3NS2 in the gas phase.

Last column: natural (NBO) charge in e.
Cartesian coordinates (Å):
N 0.9233 0.7059 -0.3418  -0.7749
C -0.3015 0.2596 -0.5700  0.0345
S -1.3138 0.5820 -1.7885  -0.0856
C -0.7060 -0.8320 0.7073  -0.3108
S 0.2797 -1.1205 1.9246  0.1063
H 1.4063 0.3402 0.4778  0.4047
H 1.4058 1.3158 -0.9788  0.4113
H -1.6937 -1.2509 0.5695  0.2146

Output
Lowest unoccupied orbital energy in eV: -1.155
Charge: 0
HOMO level in eV: -8.58

=====

two:
Density functional theory data (ωB97M-V/def2-TZVPD) for C2H3NS2 in the gas phase.

Last column: natural (NBO) charge in e.
Cartesian coordinates (Å):
S 3.7769 0.3802 0.0885  0.0145
C 2.2434 0.2771 -0.3879  -0.1440
N 1.1835 -0.3015 0.2360  -0.4544
C -0.0714 -0.1125 0.3430  -0.0086
S -1.0175 1.3220 -0.0351  0.0838
H 1.9387 0.4270 -1.5105  0.1791
H -0.4960 -0.9411 0.9771  0.2184
H -2.0517 0.8639 0.4538  0.1112

Output
Lowest unoccupied orbital energy in eV: -0.519
Charge: 0
HOMO level in eV: -8.66

=====

three:
Density functional theory data (ωB97M-V/def2-TZVPD) for a molecular structure, C2H3NS2.

Last column: natural (NBO) charge in e.
Cartesian coordinates (Å):
C -0.4726 0.6600 1.0791  0.0323
C 0.0820 -0.2943 -1.0582  -0.6490
N -0.6933 1.4532 2.0158  -0.6512
S -1.5187 0.3280 -0.4502  0.1979
S 0.9511 -0.2001 0.5575  0.2460
H -0.1061 -1.4110 -1.2941  0.2472
H 0.3664 0.4124 -1.7608  0.2296
H -0.0111 1.4418 2.6736  0.3473

Output
Lowest unoccupied orbital energy in eV: 0.059
Charge: 0
HOMO level in eV: -9.37

=====

The computed energies, referenced to the most stable structure and given in kcal/mol, are one 0.0; two 21.0; three 5.6.

=====

one:
Density functional theory data (ωB97M-V/def2-TZVPD) for 2 unconnected molecules or ions with the total composition C2H5NO4.

Last column: natural (NBO) charge in e.
Cartesian coordinates (Å):
O -2.8197 0.6862 -1.1215  -0.5312
C -1.6525 0.8458 -0.9745  0.5578
N -0.7890 0.1924 -0.0566  -0.7017
C -0.8018 -1.2046 0.1470  0.8944
O 0.1295 -1.8743 0.4693  -0.5625
O -2.0047 -1.7175 -0.1942  -0.6847
H -1.0034 1.4505 -1.7115  0.1159
H 0.1474 0.5575 -0.0487  0.4062
H -2.7189 -1.1095 0.0557  0.5054
O 3.9036 1.0458 1.3858  -0.9316
H 3.2528 0.9377 0.6630  0.4612
H 4.3568 0.1900 1.3863  0.4708

Output
Lowest unoccupied orbital energy in eV: 0.190
Charge: 0
HOMO level in eV: -11.28

=====

two:
Density functional theory data (ωB97M-V/def2-TZVPD) for 2 unconnected molecules or ions with the total composition C2H5NO4.

Last column: natural (NBO) charge in e.
Cartesian coordinates (Å):
O 1.1758 0.6673 -1.0838  -0.6959
C 1.7848 0.9811 -0.0739  0.9658
O 3.0844 0.8762 -0.0037  -0.6403
O 1.2864 1.3679 1.0710  -0.6659
H 3.1661 0.5688 -0.9044  0.4975
H 0.3211 1.2239 0.9450  0.4956
C -1.3035 -0.3711 0.0509  -0.5469
N -1.4766 0.9344 0.7185  0.1169
O -2.5622 1.2005 1.2014  -0.2417
H -2.1324 -0.5743 -0.5631  0.2184
H -0.4623 -0.3176 -0.6145  0.2635
H -1.2311 -1.0459 0.8938  0.2329

Output
Lowest unoccupied orbital energy in eV: -0.679
Charge: 0
HOMO level in eV: -9.83

=====

The computed energies, referenced to the most stable structure and given in kcal/mol, are one 0.0; two 54.7.